ORCA calculation (ωB97M-V/def2-TZVPD) on C4H5NO2 as an isolated structure at a distorted geometry.

ORCA input file:
```
! wB97M-V def2-TZVPD RIJCOSX def2/J DEFGRID3
* xyz 0 1
O 1.6249 0.9872 1.6750
C 1.8864 0.5310 0.5926
C 0.8413 0.1957 -0.4721
O 1.1504 -0.6038 -1.3272
N -0.7524 -0.4879 0.4027
C -1.5635 -1.2852 -0.1428
C -0.5731 0.8412 -0.0908
H 2.9143 0.3103 0.2526
H -2.4937 -0.9520 -0.5998
H -1.2993 -2.3384 -0.1915
H -1.3589 1.2088 -0.7770
H -0.3765 1.5931 0.6784
*
```

The max |F| is 1.140 eV/Å. As for the HOMO-LUMO gap: 9.01 eV. The HOMO energy comes out at -9.43 eV.

---

ORCA calculation (ωB97M-V/def2-TZVPD) on a 2-piece molecular cluster, C4H10Cl3O4P overall.

ORCA input file:
```
! wB97M-V def2-TZVPD RIJCOSX def2/J DEFGRID3
* xyz 0 1
C -0.2044 2.9943 0.1888
O 0.1623 1.7487 0.7864
P 0.3440 0.4704 -0.1151
O 0.5419 -0.7320 0.6806
O -0.9052 0.4308 -1.0890
C -2.1154 -0.2206 -0.6616
O 1.5086 0.8910 -1.0946
C 1.4862 0.5441 -2.4786
H -0.0066 3.0104 -0.8832
H 0.3517 3.7788 0.6925
H -1.2760 3.1497 0.3206
H -2.8961 0.5318 -0.5860
H -1.9577 -0.7617 0.2691
H -2.3923 -0.9403 -1.4302
H 2.5063 0.5831 -2.8539
H 0.9167 1.2780 -3.0514
H 1.0728 -0.4482 -2.6444
Cl -1.0776 -3.4228 2.3061
C 0.6222 -3.2065 2.7085
Cl 1.4738 -4.7423 2.7374
Cl 0.7988 -2.3687 4.2558
H 1.0460 -2.5679 1.9423
*
```

The max |F| is 0.524 eV/Å. As for the structure (SMILES): COP(=O)(OC)OC.ClC(Cl)Cl. As for the HOMO-LUMO gap: 11.22 eV. The HOMO energy comes out at -10.60 eV.

---

ORCA calculation (ωB97M-V/def2-TZVPD) on a 2-piece molecular cluster, C2H6N2OS overall at a distorted geometry.

ORCA input file:
```
! wB97M-V def2-TZVPD RIJCOSX def2/J DEFGRID3
* xyz 0 1
C 0.1741 -0.8468 0.4121
C 1.1754 0.2456 0.0081
H -1.3295 -1.5826 -1.2496
H -2.3416 -0.6602 0.2463
H 0.7645 -1.8575 0.2780
H -0.1581 -0.8592 1.5604
H 1.2550 2.2263 -0.6067
H -1.1270 0.8639 -0.3646
N -1.0654 -0.8643 -0.3396
N 0.6396 1.5292 0.0603
O -0.7689 1.7468 0.0786
S 2.7818 0.0589 -0.0833
*
```

The max |F| is 7.079 eV/Å. As for the HOMO-LUMO gap: 8.27 eV. The HOMO energy comes out at -8.60 eV.

---

ORCA calculation (ωB97M-V/def2-TZVPD) on an isolated ion of composition C3HFNO2S and charge -1 at a distorted geometry.

ORCA input file:
```
! wB97M-V def2-TZVPD RIJCOSX def2/J DEFGRID3
* xyz -1 1
O -0.9345 -2.4217 1.5706
C -0.6163 -1.7653 2.5786
S -0.4625 -2.1320 4.1876
N -0.1761 -0.3335 2.3952
C -0.2603 0.1943 1.2987
O 0.2768 1.2715 0.6746
C -0.7033 0.5222 -0.0397
F -1.7626 1.3743 -0.3766
H -0.4639 -0.0788 -1.0244
*
```

The max |F| is 2.707 eV/Å. As for the structure (SMILES): [O-]C(=S)/N=C1/O[C@@H]1F. As for the HOMO-LUMO gap: 7.14 eV. The HOMO energy comes out at -3.51 eV.

---

ORCA calculation (ωB97M-V/def2-TZVPD) on a single C2H4N6O molecule at a distorted geometry.

ORCA input file:
```
! wB97M-V def2-TZVPD RIJCOSX def2/J DEFGRID3
* xyz 0 1
H -0.3871 -2.2052 0.4164
N -1.0511 -2.2053 -0.3465
C -0.8764 -1.2627 -1.2371
N 0.0610 -0.1410 -1.4820
C 0.2738 0.5733 -0.3640
N 1.0117 1.6251 -0.4494
N 1.3649 2.1206 0.7800
N 0.8702 1.3920 1.6004
N 0.0626 0.4230 1.0309
O -0.2836 -0.6732 1.5713
H -1.5670 -1.2739 -2.1475
H 1.6663 2.0780 -1.1646
H -1.1454 -0.4507 1.7921
*
```

The max |F| is 8.016 eV/Å. As for the structure (SMILES): [H]/N=C\N=c1\[nH]nnn1O. As for the HOMO-LUMO gap: 9.64 eV. The HOMO energy comes out at -9.01 eV.

---

ORCA calculation (ωB97M-V/def2-TZVPD) on a single C7H7NO3 molecule at a distorted geometry.

ORCA input file:
```
! wB97M-V def2-TZVPD RIJCOSX def2/J DEFGRID3
* xyz 0 1
C 2.6827 1.1327 0.0946
C 1.4899 0.2566 -0.1116
N 0.3281 0.6804 0.2418
C -0.9613 0.3991 0.0830
C -1.9176 0.8203 1.0433
C -3.1420 0.3920 0.5064
O -2.9183 -0.2405 -0.6417
C -1.6059 -0.2476 -0.9269
O 1.7510 -1.0400 -0.6523
C 1.0741 -2.1043 -0.3480
O 0.1040 -2.1988 0.3330
H 3.3988 0.4851 0.6136
H 2.3308 2.1101 0.4890
H 3.0375 1.2180 -0.8929
H -1.7410 1.3806 1.9144
H -4.1845 0.6160 0.8637
H -1.3386 -0.6757 -1.8570
H 1.6124 -2.9840 -0.7525
*
```

The max |F| is 4.966 eV/Å. As for the structure (SMILES): C/C(=N/c1ccoc1)OC=O. As for the HOMO-LUMO gap: 8.95 eV. The HOMO energy comes out at -8.13 eV.

---

ORCA calculation (ωB97M-V/def2-TZVPD) on a 8-piece molecular cluster, H16O8 overall at a distorted geometry.

ORCA input file:
```
! wB97M-V def2-TZVPD RIJCOSX def2/J DEFGRID3
* xyz 0 1
O 1.6316 2.4718 -0.2298
H 1.9446 1.7198 -0.8368
H 2.1136 3.2368 -0.5298
O 2.1516 -0.4282 1.8532
H 2.9026 0.1428 1.6072
H 1.4236 0.1798 1.6412
O -2.4854 -1.0332 -2.0048
H -1.7844 -0.9942 -1.3748
H -3.2214 -0.6292 -1.5368
O -0.2764 1.7588 -2.4008
H -0.5624 2.2068 -3.1548
H 0.4826 2.3448 -2.1228
O -2.3124 -1.7802 1.1762
H -2.7404 -1.3742 1.9342
H -1.6434 -2.3092 1.5442
O -0.0894 0.9128 1.2532
H 0.3476 1.5058 0.6832
H -0.4064 0.2088 0.7172
O 0.3136 -2.4612 1.8192
H 0.8466 -1.7032 1.8312
H 1.0156 -3.1802 1.8282
O -0.1344 -0.5462 -1.0468
H 0.8246 -0.5832 -1.2138
H -0.3414 0.3328 -1.4378
*
```

The max |F| is 3.574 eV/Å. As for the structure (SMILES): O.O.O.O.O.O.O.O. As for the HOMO-LUMO gap: 9.68 eV. The HOMO energy comes out at -10.21 eV.

---

ORCA calculation (ωB97M-V/def2-TZVPD) on C3H6N2O as an isolated structure at a distorted geometry.

ORCA input file:
```
! wB97M-V def2-TZVPD RIJCOSX def2/J DEFGRID3
* xyz 0 1
N 1.7480 0.5327 -0.4737
C 0.8477 0.1841 0.4126
O 1.0044 -0.2537 1.5836
C -0.6450 0.1447 0.1386
C -1.1418 -0.3742 -1.0919
N -0.6982 -0.7607 1.4232
H 2.7413 0.4107 -0.3406
H 1.3434 0.6560 -1.4051
H -1.0668 1.1247 0.3724
H -0.8805 -1.3958 -1.3594
H -2.1004 -0.0201 -1.4596
H -1.1520 -0.2486 2.1999
*
```

The max |F| is 3.525 eV/Å. As for the HOMO-LUMO gap (alpha / beta): 8.93 / 6.31 eV. The HOMO energy (alpha / beta) comes out at -8.13 / -6.69 eV.

---

ORCA calculation (ωB97M-V/def2-TZVPD) on a 6-piece molecular cluster, C8H24F6N2O8S2 overall at a distorted geometry.

ORCA input file:
```
! wB97M-V def2-TZVPD RIJCOSX def2/J DEFGRID3
* xyz 0 1
N -25.4016 -12.0928 -17.4473
H -26.1198 -12.7913 -17.7754
H -24.9755 -11.6661 -18.3028
H -24.6779 -12.5649 -16.9128
H -25.8473 -11.3143 -16.9219
C -25.3839 -12.5857 -21.7579
F -24.8072 -13.5094 -20.9737
F -25.1176 -12.8577 -23.0296
F -26.7059 -12.5815 -21.6672
S -24.5873 -10.9055 -21.3054
O -23.6060 -10.5349 -22.2751
O -25.7552 -10.0438 -21.2379
N -23.9857 -11.2344 -19.7265
S -22.4194 -11.3419 -19.9093
O -21.9791 -12.4661 -20.7323
O -21.7163 -10.0978 -20.0726
C -21.8789 -12.0187 -18.2164
F -22.6222 -13.0608 -17.8165
F -20.6147 -12.3555 -18.3394
F -21.9659 -11.0685 -17.2812
O -24.8599 -8.9512 -18.5263
H -24.3517 -8.2079 -18.8676
H -24.4590 -9.7549 -18.9553
O -27.0115 -13.8664 -18.5640
H -26.6238 -14.0283 -19.4364
H -27.9486 -14.0690 -18.6689
C -25.6940 -8.9442 -15.0429
C -27.0974 -9.1731 -15.6083
C -27.7621 -7.8573 -16.0528
O -26.9456 -9.9384 -16.8070
H -25.4760 -8.0480 -14.4489
H -24.9880 -8.8123 -15.8641
H -25.3465 -9.7029 -14.3373
H -27.7432 -9.6604 -14.8780
H -28.7594 -7.9195 -16.4876
H -27.0760 -7.2080 -16.5962
H -28.0396 -7.2848 -15.1555
H -26.4221 -9.3506 -17.3880
C -26.3139 -12.8973 -12.7539
C -25.8003 -13.7360 -13.9224
C -26.9648 -13.9426 -14.8661
O -24.8396 -12.9841 -14.6576
H -25.5109 -12.6914 -12.0413
H -27.1048 -13.4329 -12.2265
H -26.7071 -11.9347 -13.0820
H -25.4383 -14.6899 -13.5303
H -27.2912 -12.9949 -15.2988
H -27.7847 -14.4748 -14.3870
H -26.6491 -14.5295 -15.7348
H -23.9892 -13.0935 -14.2169
*
```

The max |F| is 4.353 eV/Å. As for the HOMO-LUMO gap: 10.15 eV. The HOMO energy comes out at -10.14 eV.

---

ORCA calculation (ωB97M-V/def2-TZVPD) on a 3-piece molecular cluster, C6H18O2 overall at a distorted geometry.

ORCA input file:
```
! wB97M-V def2-TZVPD RIJCOSX def2/J DEFGRID3
* xyz 0 1
C -1.7714 2.0020 -0.7204
C -1.6873 0.5284 -0.3918
C -0.9175 0.2188 0.8909
C -1.1479 -1.2143 1.3854
C 0.0184 -1.6454 2.3317
C -2.4937 -1.4754 2.0193
H -2.1702 2.1956 -1.7122
H -2.4497 2.6552 -0.1628
H -0.7857 2.4531 -0.5842
H -1.1641 0.0423 -1.2147
H -2.6825 0.0914 -0.2819
H -1.3269 0.9080 1.6437
H 0.1410 0.4208 0.8636
H -1.0128 -1.8954 0.5357
H -0.2310 -1.3342 3.3288
H 0.9646 -1.3170 1.9326
H -0.0172 -2.7374 2.3627
H -3.2819 -0.7470 1.8318
H -2.7103 -2.5430 2.0293
H -2.5021 -1.2605 3.1092
O 5.3905 2.2604 -2.7321
H 5.6812 2.8588 -3.4232
H 6.1288 1.7465 -2.3957
O 3.2186 -1.0723 -3.3804
H 3.7170 -0.3541 -2.9749
H 3.0920 -0.7855 -4.2903
*
```

The max |F| is 2.118 eV/Å. As for the structure (SMILES): CCCC(C)C.O.O. As for the HOMO-LUMO gap: 11.17 eV. The HOMO energy comes out at -10.49 eV.

---

ORCA calculation (ωB97M-V/def2-TZVPD) on a single C21H30N2O4 molecule.

ORCA input file:
```
! wB97M-V def2-TZVPD RIJCOSX def2/J DEFGRID3
* xyz 0 1
C 0.5679 5.0217 -1.1143
O 1.1625 3.9109 -0.4903
C 0.9350 2.6704 -1.0111
C 0.0270 2.4029 -2.0277
C -0.1325 1.1160 -2.5132
C 0.6360 0.0745 -2.0178
C 0.5671 -1.2691 -2.6887
O 1.3371 -1.5357 -3.5954
N -0.4096 -2.1078 -2.2793
C -1.2272 -1.8567 -1.1134
C -0.5614 -2.3538 0.1742
C -0.5531 -3.8724 0.3191
C 0.0758 -4.6055 -0.8658
C -0.8118 -4.5766 -2.1113
C -0.5804 -3.3554 -3.0006
C 1.5543 0.3375 -1.0091
C 1.6814 1.6072 -0.4640
O 2.6131 1.8441 0.5234
C 2.2333 1.7173 1.8919
C 1.2528 2.8061 2.3629
C -0.2146 2.4654 2.1166
N -0.5499 1.1453 2.6127
C -1.7258 0.5329 2.3478
C -2.7604 1.3642 1.6229
O -1.9429 -0.6213 2.6764
C 0.5270 0.3928 3.2215
C 1.7017 0.3166 2.2518
H 0.8302 5.0754 -2.1750
H 0.9670 5.8950 -0.6006
H -0.5226 5.0101 -1.0082
H -0.5608 3.1983 -2.4583
H -0.8434 0.9307 -3.3048
H -1.4017 -0.7804 -1.0305
H -2.1925 -2.3468 -1.2535
H -1.0862 -1.9253 1.0294
H 0.4674 -1.9891 0.1862
H -0.0005 -4.1219 1.2274
H -1.5772 -4.2277 0.4552
H 1.0499 -4.1716 -1.0993
H 0.2385 -5.6455 -0.5750
H -0.6149 -5.4577 -2.7252
H -1.8581 -4.6288 -1.8030
H -1.4210 -3.2521 -3.6998
H 0.3322 -3.4868 -3.5882
H 2.2123 -0.4448 -0.6610
H 3.1888 1.8959 2.3983
H 1.4143 2.9711 3.4291
H 1.4894 3.7314 1.8388
H -0.4243 2.5127 1.0439
H -0.8388 3.2201 2.6136
H -3.6785 0.7870 1.5587
H -2.9540 2.2938 2.1522
H -2.4181 1.5990 0.6162
H 0.1384 -0.6059 3.4306
H 0.8228 0.8595 4.1662
H 2.4965 -0.2983 2.6730
H 1.3426 -0.1687 1.3444
*
```

The max |F| is 0.670 eV/Å. As for the structure (SMILES): COc1ccc(C(=O)N2CCCCCC2)cc1OC1CCN(C(C)=O)CC1. As for the HOMO-LUMO gap: 9.12 eV. The HOMO energy comes out at -8.56 eV.

---

ORCA calculation (ωB97M-V/def2-TZVPD) on C33H23N6O9S2Sc as an isolated structure at a distorted geometry.

ORCA input file:
```
! wB97M-V def2-TZVPD RIJCOSX def2/J DEFGRID3
* xyz -2 1
Sc -0.3320 0.0049 0.2729
O -3.9552 2.5023 1.2219
C -2.8557 1.9223 1.1601
N -2.4907 0.7963 0.5912
C -3.4120 -0.1335 0.0976
C -4.5846 0.1276 -0.5958
C -5.3611 -0.9337 -1.0544
C -4.9718 -2.2406 -0.8120
C -3.8026 -2.5142 -0.1066
C -3.0141 -1.4653 0.3461
N -1.7838 -1.5603 1.0172
C -1.5784 -2.5186 1.9064
O -2.2958 -3.4809 2.2238
C -0.2699 -2.3397 2.6507
C 0.1960 -3.3806 3.4484
C 1.3989 -3.2311 4.1040
C 2.1001 -2.0450 3.9460
C 1.5574 -1.0608 3.1391
N 0.3869 -1.1859 2.5140
C -1.6944 2.5203 1.9372
C -1.8609 3.7277 2.6084
C -0.8056 4.2362 3.3382
C 0.3883 3.5307 3.3725
C 0.4715 2.3393 2.6682
N -0.5488 1.8331 1.9762
H -4.8779 1.1549 -0.7592
H -6.2733 -0.7297 -1.6051
H -5.5797 -3.0635 -1.1734
H -3.4970 -3.5285 0.1020
H -0.4030 -4.2779 3.4982
H 1.8010 -4.0337 4.7117
H 3.0631 -1.8852 4.4137
H 2.0973 -0.1420 2.9550
H -2.8219 4.2146 2.5229
H -0.9045 5.1758 3.8710
H 1.2498 3.8944 3.9166
H 1.3934 1.7794 2.6176
O -1.0647 -0.2990 -1.5536
C -1.0915 0.0411 -2.7898
C -1.3716 -0.9189 -3.7907
C -1.4417 -0.5638 -5.1159
C -1.2308 0.7575 -5.5157
C -0.9459 1.7061 -4.5524
C -0.8756 1.3830 -3.1947
C -0.5401 2.3969 -2.1960
N -0.2707 2.2594 -0.9049
C 0.0877 3.5080 -0.4541
C 0.0273 4.4137 -1.4600
N -0.3986 3.7045 -2.5557
H -1.5169 -1.9402 -3.4655
H -1.6557 -1.3245 -5.8592
H -1.2721 1.0375 -6.5610
H -0.7570 2.7203 -4.8903
H 0.3949 3.6780 0.5616
H 0.2302 5.4688 -1.4946
H -0.5579 4.0620 -3.4772
O 1.9815 0.6360 -1.6835
S 2.7063 0.7288 -0.4427
O 3.6082 1.8513 -0.2910
O 1.7767 0.6358 0.7224
C 3.7947 -0.7279 -0.3613
C 5.1510 -0.4130 -0.2689
C 6.1357 -1.3853 -0.3103
C 5.7715 -2.7156 -0.4602
C 4.4294 -3.0389 -0.5399
C 3.4302 -2.0700 -0.4830
S 1.7726 -2.7922 -0.5373
O 1.5913 -3.2508 -1.8934
O 1.8181 -3.8364 0.4664
O 0.9099 -1.6804 -0.1466
H 5.4207 0.6286 -0.1753
H 7.1776 -1.0981 -0.2327
H 6.5205 -3.4974 -0.5057
H 4.1262 -4.0739 -0.6297
*
```

The max |F| is 1.101 eV/Å. As for the HOMO-LUMO gap: 6.28 eV. The HOMO energy comes out at -1.96 eV.

---

ORCA calculation (ωB97M-V/def2-TZVPD) on a 9-piece molecular cluster, C33H66Br2O15 overall at a distorted geometry.

ORCA input file:
```
! wB97M-V def2-TZVPD RIJCOSX def2/J DEFGRID3
* xyz 0 1
C -2.4517 -1.6036 0.2474
C -2.2214 -0.4472 1.2169
O -1.2599 0.5242 0.7364
C 0.0048 0.2925 0.8034
C 0.8555 1.3594 0.2123
O 0.5555 -0.6652 1.3801
H -1.5305 -2.1818 0.3201
H -2.6680 -1.1312 -0.7108
H -3.3447 -2.1529 0.5457
H -3.1439 0.1092 1.3827
H -1.8812 -0.8683 2.1630
H 0.3427 1.8925 -0.5883
H 1.7611 0.9088 -0.1938
H 1.2237 2.0568 0.9648
C 4.6620 7.2434 -1.1991
C 3.9671 6.1415 -2.1121
O 4.8714 5.5640 -3.0394
C 5.1587 6.1423 -4.1471
C 6.1984 5.4007 -4.9986
O 4.5814 7.1403 -4.5889
H 5.4895 7.7749 -1.6690
H 5.0197 6.6666 -0.3462
H 3.8886 7.9557 -0.9116
H 3.5918 5.4602 -1.3485
H 3.0519 6.4869 -2.5929
H 5.8085 4.4334 -5.3156
H 7.1325 5.1646 -4.4889
H 6.6026 5.8918 -5.8838
C 2.6185 1.1266 -8.5549
C 1.9417 1.3523 -7.1956
O 2.7157 0.5380 -6.3212
C 2.3443 0.3531 -5.0767
C 3.3290 -0.3952 -4.1578
O 1.3056 0.8837 -4.5949
H 2.1348 1.7488 -9.3078
H 2.4923 0.1088 -8.9241
H 3.6772 1.3835 -8.5193
H 1.9776 2.3954 -6.8811
H 0.8901 1.0685 -7.1552
H 2.7996 -1.0899 -3.5056
H 3.9664 0.3141 -3.6300
H 3.9492 -1.0235 -4.7970
C 6.0982 -6.2100 7.1877
C 4.8901 -5.5644 7.8172
O 3.9931 -5.0451 6.8570
C 3.4165 -5.7260 5.9203
C 2.3703 -5.0251 5.1187
O 3.6905 -6.8972 5.7175
H 6.6689 -5.5558 6.5286
H 5.9142 -7.0921 6.5745
H 6.7546 -6.6524 7.9371
H 4.4262 -6.3387 8.4281
H 5.1272 -4.7048 8.4441
H 2.7930 -4.6089 4.2043
H 1.9115 -4.2728 5.7603
H 1.5740 -5.7014 4.8080
C -6.3325 -8.1080 0.9394
C -7.3373 -9.1692 1.3992
O -6.5903 -10.1273 2.1224
C -7.0828 -11.4135 2.1281
C -5.9751 -12.5071 2.4941
O -8.2150 -11.7414 1.7512
H -6.8619 -7.3616 0.3472
H -5.5306 -8.3457 0.2405
H -6.0005 -7.5640 1.8237
H -8.2044 -8.7473 1.9074
H -7.6329 -9.5671 0.4285
H -6.1161 -12.7910 3.5369
H -4.9985 -12.0422 2.3592
H -6.0915 -13.2489 1.7039
C -3.9676 2.6215 -3.0252
C -5.4036 2.9990 -2.7623
O -6.3143 2.3803 -3.7249
C -7.0826 1.4346 -3.3258
C -8.0950 0.8852 -4.3284
O -7.0375 0.9473 -2.2126
H -3.7692 1.5947 -2.7178
H -3.2281 3.1652 -2.4374
H -3.8218 2.7293 -4.1000
H -5.7171 2.7810 -1.7414
H -5.5718 4.0690 -2.8846
H -8.1070 -0.2041 -4.3648
H -7.9757 1.3447 -5.3096
H -9.0871 1.1208 -3.9432
C 8.1712 2.4217 0.2013
C 8.7139 3.3277 -0.8862
O 10.1092 3.5400 -0.6550
C 10.7778 4.5926 -1.1710
C 12.2391 4.6246 -0.8148
O 10.3721 5.5397 -1.8972
H 7.2316 1.9507 -0.0876
H 7.8300 3.0122 1.0516
H 8.8045 1.5999 0.5356
H 8.5238 2.7446 -1.7873
H 8.1118 4.2363 -0.8743
H 12.8192 3.7516 -1.1137
H 12.3372 4.6775 0.2695
H 12.7448 5.4767 -1.2691
C -6.9536 -0.6564 3.9551
C -7.8133 0.6189 3.7184
C -9.2254 0.6807 4.2585
O -7.2829 1.5470 3.1294
H -5.9227 -0.4388 4.2345
H -6.9947 -1.2000 3.0112
H -7.3558 -1.3645 4.6796
H -9.9145 0.8982 3.4424
H -9.3854 1.3330 5.1170
H -9.4192 -0.3301 4.6173
Br -4.6087 7.8948 3.7885
C -4.4236 5.9349 3.6728
C -3.8678 5.6048 2.2634
Br -2.0057 6.2774 2.0391
H -5.4476 5.5760 3.7760
H -3.7607 5.5608 4.4530
H -4.4991 5.9688 1.4529
H -3.7932 4.5356 2.0647
*
```

The max |F| is 4.804 eV/Å. As for the structure (SMILES): CCOC(C)=O.CCOC(C)=O.CCOC(C)=O.CCOC(C)=O.CCOC(C)=O.CCOC(C)=O.CCOC(C)=O.CC(C)=O.BrCCBr. As for the HOMO-LUMO gap: 10.04 eV. The HOMO energy comes out at -9.84 eV.